No. 1
Computed, not measured: a 6-piece molecular cluster, C22H53N5O8P2 overall in a non-equilibrium geometry, with ωB97M-V/def2-TZVPD.

CARTESIAN COORDINATES (ANGSTROEM)
C (-2.700, 2.153, 1.920)
C (-1.341, 2.166, 2.141)
C (-0.382, 2.013, 0.997)
P (1.371, 1.602, 1.458)
C (0.921, 0.206, 2.646)
C (0.181, -0.981, 2.005)
C (1.147, -1.967, 1.320)
C (2.076, 2.972, 0.225)
P (1.667, 2.731, -1.483)
O (0.552, 3.586, -1.950)
O (1.313, 1.186, -1.700)
O (2.971, 3.025, -2.377)
H (-3.216, 1.244, 1.624)
H (-3.210, 3.102, 2.061)
H (-0.941, 2.278, 3.148)
H (-0.704, 1.285, 0.246)
H (-0.390, 2.979, 0.494)
H (2.059, 2.285, 2.496)
H (2.094, 0.653, 0.691)
H (0.404, 0.553, 3.545)
H (1.877, -0.182, 3.011)
H (-0.620, -0.673, 1.334)
H (-0.295, -1.540, 2.813)
H (2.076, -2.043, 1.879)
H (0.715, -2.964, 1.365)
H (1.356, -1.688, 0.290)
H (1.790, 3.989, 0.491)
H (3.166, 2.902, 0.296)
H (0.692, 1.116, -2.435)
H (2.649, 3.598, -3.084)
C (-5.079, -1.814, -1.351)
C (-3.969, -1.915, -0.332)
O (-3.996, -2.712, 0.596)
N (-2.913, -1.072, -0.474)
C (-2.700, -0.063, -1.494)
H (-5.855, -2.532, -1.107)
H (-5.522, -0.818, -1.336)
H (-4.699, -2.024, -2.352)
H (-2.206, -1.192, 0.235)
H (-1.777, -0.285, -2.035)
H (-2.596, 0.907, -1.004)
H (-3.518, -0.029, -2.205)
C (3.654, -5.795, -0.862)
C (2.800, -5.483, 0.345)
O (2.881, -4.420, 0.936)
N (1.924, -6.440, 0.757)
C (1.690, -7.751, 0.185)
H (4.291, -4.940, -1.060)
H (4.282, -6.667, -0.677)
H (3.032, -5.981, -1.739)
H (1.387, -6.169, 1.565)
H (0.649, -7.842, -0.131)
H (1.893, -8.526, 0.926)
H (2.330, -7.915, -0.675)
C (-6.378, -4.677, 0.948)
C (-7.767, -4.145, 0.694)
O (-7.961, -3.045, 0.199)
N (-8.823, -4.936, 1.032)
C (-8.797, -6.259, 1.623)
H (-5.651, -3.927, 0.632)
H (-6.228, -4.877, 2.009)
H (-6.217, -5.597, 0.381)
H (-9.718, -4.519, 0.834)
H (-9.296, -6.974, 0.966)
H (-9.318, -6.253, 2.582)
H (-7.776, -6.586, 1.783)
C (8.887, 2.765, -2.339)
C (8.256, 1.392, -2.344)
O (8.881, 0.392, -2.032)
N (6.951, 1.308, -2.713)
C (6.053, 2.379, -3.114)
H (9.921, 2.664, -2.024)
H (8.864, 3.206, -3.336)
H (8.371, 3.426, -1.643)
H (6.589, 0.368, -2.695)
H (5.195, 2.411, -2.446)
H (5.694, 2.186, -4.128)
H (6.558, 3.339, -3.094)
C (0.055, 6.520, -0.529)
C (1.062, 7.340, 0.241)
O (2.264, 7.168, 0.119)
N (0.585, 8.288, 1.094)
C (-0.796, 8.631, 1.371)
H (0.583, 5.812, -1.158)
H (-0.588, 5.962, 0.153)
H (-0.563, 7.158, -1.163)
H (1.309, 8.796, 1.576)
H (-0.980, 9.678, 1.123)
H (-1.015, 8.486, 2.430)
H (-1.469, 8.012, 0.788)

The value obtained for the orbital gap is 8.12 eV. Its SMILES is C=CC[PH2](CCC)CP(=O)(O)O.CNC(C)=O.CNC(C)=O.CNC(C)=O.CNC(C)=O.CNC(C)=O. The HOMO energy comes out at -8.02 eV. The lowest unoccupied orbital energy is 0.096 eV.

***

No. 2
Computed, not measured: C22H54AlNO12P as an isolated structure in a non-equilibrium geometry, with ωB97M-V/def2-TZVPD.

CARTESIAN COORDINATES (ANGSTROEM)
N (-2.815, 0.370, -4.740)
P (-1.928, 1.387, -3.819)
C (-0.506, 0.515, -2.931)
O (0.597, 1.456, -2.954)
Al (1.912, 0.563, -1.952)
O (0.621, -0.367, -0.948)
C (-0.725, 0.019, -1.380)
C (-1.465, 1.036, -0.392)
C (-0.515, 1.720, 0.701)
C (-0.768, 1.126, 2.198)
C (0.353, 0.099, 2.671)
C (-0.106, -1.087, 3.583)
C (0.912, -2.148, 4.068)
C (2.402, -2.016, 3.640)
C (2.892, -0.828, 2.770)
C (1.855, 0.220, 2.292)
C (-1.468, -1.388, -1.598)
C (-1.221, -2.464, -0.443)
O (-1.755, -3.751, -0.959)
C (-2.718, -4.285, -0.081)
O (-2.788, -5.546, -0.005)
H (-3.799, 0.439, -4.388)
H (-1.335, 2.397, -4.663)
H (-2.892, 2.004, -2.927)
H (-0.234, -0.319, -3.686)
H (2.961, -0.362, -2.698)
H (2.430, 1.722, -0.986)
H (-1.926, 1.889, -1.009)
H (-2.361, 0.536, 0.144)
H (0.590, 1.746, 0.432)
H (-0.849, 2.827, 0.772)
H (-0.857, 2.010, 2.939)
H (-1.806, 0.619, 2.212)
H (-1.210, -1.174, 3.900)
H (0.562, -3.021, 4.713)
H (3.146, -2.819, 3.987)
H (3.969, -0.687, 2.444)
H (2.203, 1.095, 1.657)
H (-1.247, -1.893, -2.602)
H (-2.608, -1.174, -1.602)
H (-1.733, -2.201, 0.561)
H (-0.129, -2.666, -0.195)
H (-3.434, -3.606, 0.488)
C (0.937, -0.094, 7.498)
O (1.885, 0.584, 6.688)
H (0.885, 0.401, 8.468)
H (-0.046, -0.059, 7.022)
H (1.246, -1.133, 7.638)
H (1.909, 0.125, 5.834)
C (-6.172, 2.667, -3.903)
O (-5.667, 1.346, -3.791)
H (-5.334, 3.357, -4.001)
H (-6.810, 2.745, -4.787)
H (-6.746, 2.920, -3.007)
H (-6.427, 0.757, -3.705)
C (0.606, 3.146, -7.028)
O (-0.762, 3.110, -7.405)
H (1.085, 3.999, -7.510)
H (0.684, 3.254, -5.943)
H (1.098, 2.225, -7.349)
H (-1.159, 2.345, -6.962)
C (4.901, -2.376, 6.723)
O (4.412, -1.506, 5.712)
H (5.529, -3.138, 6.260)
H (5.493, -1.809, 7.441)
H (4.061, -2.859, 7.231)
H (3.860, -0.844, 6.144)
C (-0.704, -6.173, 1.781)
O (0.355, -6.316, 2.721)
H (-1.484, -5.555, 2.222)
H (-0.330, -5.692, 0.875)
H (-1.116, -7.156, 1.538)
H (1.031, -6.866, 2.308)
C (0.278, 6.567, -5.525)
O (1.066, 6.527, -4.345)
H (-0.320, 5.657, -5.581)
H (-0.386, 7.435, -5.495)
H (0.931, 6.624, -6.400)
H (1.584, 7.341, -4.320)
C (-4.096, 2.686, -9.283)
O (-4.823, 2.367, -8.105)
H (-4.803, 2.931, -10.077)
H (-3.451, 3.548, -9.095)
H (-3.493, 1.827, -9.587)
H (-4.177, 2.154, -7.418)
C (7.391, -3.046, 9.554)
O (6.019, -3.077, 9.190)
H (7.864, -2.191, 9.070)
H (7.483, -2.944, 10.638)
H (7.882, -3.965, 9.223)
H (5.625, -3.841, 9.630)

The value obtained for the orbital gap is 7.19 eV. The HOMO energy comes out at -5.30 eV. As for the total charge: -1. The lowest unoccupied orbital energy is 1.889 eV.

***

No. 3
Computed, not measured: a 9-piece molecular cluster, C22H54BF4N3O5 overall in a non-equilibrium geometry, with ωB97M-V/def2-TZVPD.

CARTESIAN COORDINATES (ANGSTROEM)
C (-3.919, 5.365, -0.186)
C (-3.114, 4.135, -0.358)
C (-3.120, 3.717, -1.883)
N (-2.071, 2.649, -2.205)
C (-2.286, 1.375, -1.497)
C (-0.660, 3.136, -2.085)
C (0.252, 2.291, -3.088)
C (-0.759, 1.725, -4.086)
C (-2.098, 2.291, -3.679)
H (-4.755, 5.338, -0.839)
H (-3.585, 6.284, -0.559)
H (-3.910, 5.619, 0.854)
H (-3.459, 3.412, 0.405)
H (-2.053, 4.280, -0.045)
H (-2.847, 4.508, -2.774)
H (-4.170, 3.380, -2.314)
H (-1.876, 1.447, -0.371)
H (-1.444, 0.730, -1.730)
H (-3.256, 0.872, -1.805)
H (-0.458, 3.284, -1.037)
H (-0.796, 4.110, -2.634)
H (0.695, 1.430, -2.473)
H (0.989, 2.938, -3.490)
H (-0.915, 0.644, -3.918)
H (-0.559, 2.084, -5.043)
H (-2.992, 1.528, -3.810)
H (-2.131, 3.120, -4.435)
B (0.250, -0.907, -0.159)
F (0.785, -0.542, -1.396)
F (-1.084, -1.360, -0.514)
F (1.006, -1.885, 0.494)
F (0.098, 0.225, 0.708)
C (-3.314, -1.225, 1.452)
C (-3.408, 0.305, 1.800)
N (-3.476, 1.426, 2.057)
H (-2.249, -1.604, 1.692)
H (-4.224, -1.635, 1.733)
H (-3.406, -1.261, 0.353)
C (-0.650, -2.894, -3.740)
C (-0.126, -3.878, -4.744)
N (0.173, -4.565, -5.603)
H (0.180, -2.559, -3.089)
H (-1.022, -2.054, -4.082)
H (-1.434, -3.172, -3.200)
C (-0.386, 4.886, 2.686)
C (-0.555, 3.329, 2.650)
O (0.291, 2.864, 1.658)
H (-0.969, 5.347, 3.392)
H (-0.631, 5.385, 1.574)
H (0.528, 5.266, 2.967)
H (-1.599, 3.196, 2.264)
H (-0.347, 2.937, 3.554)
H (0.518, 1.794, 1.705)
C (-0.525, -4.231, 2.826)
C (-0.181, -4.796, 1.421)
O (-1.226, -4.424, 0.476)
H (-0.631, -3.138, 2.909)
H (0.342, -4.443, 3.512)
H (-1.572, -4.501, 3.023)
H (0.076, -5.801, 1.564)
H (0.668, -4.278, 1.131)
H (-1.191, -3.469, 0.249)
C (5.075, -4.130, 1.692)
C (3.607, -3.707, 1.694)
O (3.418, -2.336, 1.875)
H (5.304, -5.133, 2.207)
H (5.801, -3.339, 2.021)
H (5.187, -4.241, 0.550)
H (2.993, -4.263, 2.467)
H (2.935, -4.094, 0.843)
H (2.515, -2.166, 1.809)
C (5.130, -2.084, -2.314)
C (3.572, -1.977, -1.997)
O (3.202, -0.614, -2.277)
H (5.169, -1.832, -3.315)
H (5.528, -3.220, -2.258)
H (5.762, -1.300, -1.701)
H (3.428, -2.373, -0.931)
H (3.126, -2.474, -2.838)
H (2.334, -0.685, -1.829)
C (1.842, 0.689, 4.219)
C (0.909, -0.570, 4.173)
O (-0.195, -0.232, 3.273)
H (1.369, 1.308, 4.966)
H (2.116, 1.186, 3.312)
H (2.747, 0.311, 4.665)
H (0.472, -0.964, 5.276)
H (1.415, -1.408, 3.912)
H (-0.171, -0.387, 2.268)

The value obtained for the orbital gap is 8.97 eV. The HOMO energy comes out at -9.28 eV. The lowest unoccupied orbital energy is -0.303 eV.

***

No. 4
Computed, not measured: C22H55F6MnN5O11S2 as an isolated structure in a non-equilibrium geometry, with ωB97M-V/def2-TZVPD.

CARTESIAN COORDINATES (ANGSTROEM)
Mn (6.757, -15.011, -17.620)
C (10.678, -12.596, -17.194)
F (9.829, -11.985, -18.106)
F (11.920, -12.420, -17.586)
F (10.495, -11.962, -15.953)
S (10.171, -14.446, -17.043)
O (10.722, -15.126, -18.217)
O (10.789, -14.923, -15.829)
O (8.710, -14.469, -17.068)
C (3.259, -16.718, -19.584)
F (2.180, -17.444, -19.798)
F (4.304, -17.448, -20.042)
F (3.204, -15.543, -20.211)
S (3.681, -16.392, -17.694)
O (3.974, -17.756, -17.210)
O (4.893, -15.567, -17.772)
O (2.483, -15.788, -17.049)
C (9.252, -8.978, -16.296)
C (7.837, -9.501, -16.331)
C (6.787, -8.327, -16.262)
O (6.766, -7.594, -15.047)
C (6.276, -8.208, -13.881)
N (7.615, -10.261, -17.536)
H (9.321, -8.506, -15.316)
H (9.346, -8.272, -17.121)
H (9.981, -9.787, -16.348)
H (7.697, -10.145, -15.463)
H (5.840, -8.817, -16.488)
H (6.933, -7.655, -17.108)
H (7.085, -8.663, -13.310)
H (5.463, -8.933, -13.933)
H (6.193, -7.434, -13.118)
H (7.749, -9.622, -18.307)
H (8.519, -10.701, -17.629)
C (5.005, -12.434, -14.545)
C (4.942, -13.045, -15.883)
C (4.217, -12.176, -17.023)
O (3.888, -12.805, -18.339)
C (2.537, -12.615, -18.689)
N (6.308, -13.115, -16.341)
H (3.948, -12.409, -14.280)
H (5.584, -11.521, -14.405)
H (5.477, -13.100, -13.823)
H (4.495, -14.034, -15.785)
H (4.621, -11.173, -17.162)
H (3.279, -11.930, -16.525)
H (1.980, -13.355, -18.115)
H (2.423, -12.763, -19.763)
H (2.251, -11.584, -18.483)
H (6.908, -13.139, -15.529)
H (6.569, -12.261, -16.813)
C (7.525, -18.462, -20.246)
C (7.635, -18.096, -18.810)
C (8.731, -18.804, -18.055)
O (8.949, -18.024, -16.864)
C (10.138, -18.113, -16.126)
N (7.757, -16.631, -18.806)
H (8.458, -18.674, -20.769)
H (6.951, -17.768, -20.861)
H (7.102, -19.466, -20.271)
H (6.708, -18.304, -18.276)
H (9.693, -18.772, -18.567)
H (8.464, -19.836, -17.827)
H (10.518, -19.133, -16.173)
H (9.902, -17.827, -15.101)
H (10.859, -17.457, -16.614)
H (8.694, -16.541, -18.438)
H (7.939, -16.371, -19.765)
C (5.292, -13.299, -21.365)
C (6.237, -14.267, -20.659)
C (7.657, -14.214, -21.353)
O (8.395, -15.365, -20.981)
C (9.658, -15.611, -21.518)
N (6.405, -13.772, -19.302)
H (5.318, -13.554, -22.425)
H (5.492, -12.233, -21.251)
H (4.243, -13.465, -21.120)
H (5.772, -15.251, -20.608)
H (8.274, -13.327, -21.207)
H (7.486, -14.217, -22.429)
H (9.786, -14.737, -22.155)
H (9.509, -16.516, -22.108)
H (10.535, -15.590, -20.871)
H (6.834, -12.913, -19.615)
H (5.481, -13.545, -18.961)
C (6.605, -17.747, -13.722)
C (6.854, -16.399, -14.421)
C (8.068, -15.632, -13.762)
O (8.009, -14.243, -14.169)
C (8.889, -13.422, -13.472)
N (6.812, -16.455, -15.859)
H (7.514, -18.348, -13.746)
H (5.821, -18.379, -14.138)
H (6.444, -17.554, -12.662)
H (5.952, -15.805, -14.278)
H (8.989, -16.027, -14.190)
H (8.085, -15.670, -12.673)
H (8.735, -12.455, -13.952)
H (9.914, -13.769, -13.596)
H (8.678, -13.299, -12.410)
H (7.610, -17.065, -15.957)
H (6.023, -17.075, -15.971)

The value obtained for the orbital gap (spin up / spin down) is 8.21 / 10.19 eV. The spin multiplicity is 6. The HOMO energy (spin up / spin down) comes out at -7.75 / -9.73 eV. The lowest unoccupied orbital energy (spin up / spin down) is 0.461 / 0.458 eV.

***

No. 5
Computed, not measured: C22H56CaO12V as an isolated structure in a non-equilibrium geometry, with ωB97M-V/def2-TZVPD.

CARTESIAN COORDINATES (ANGSTROEM)
O (-21.233, -27.800, -7.352)
V (-22.513, -27.681, -6.388)
O (-23.654, -27.102, -7.303)
Ca (-22.340, -28.517, -2.801)
C (-23.157, -29.859, -5.141)
O (-23.714, -28.741, -4.753)
O (-22.591, -30.472, -4.191)
O (-22.873, -29.873, -6.377)
C (-21.045, -35.116, -5.097)
C (-21.938, -33.908, -4.875)
C (-23.300, -34.258, -4.253)
O (-21.244, -32.939, -4.059)
H (-21.059, -35.812, -4.257)
H (-20.021, -34.803, -5.297)
H (-21.342, -35.665, -5.993)
H (-22.106, -33.439, -5.851)
H (-23.509, -35.289, -4.546)
H (-24.116, -33.612, -4.571)
H (-23.222, -34.260, -3.164)
H (-21.634, -32.086, -4.301)
C (-25.907, -28.592, 0.178)
C (-24.902, -27.744, -0.582)
C (-23.656, -27.402, 0.226)
O (-24.435, -28.470, -1.749)
H (-26.293, -28.142, 1.092)
H (-25.450, -29.557, 0.408)
H (-26.799, -28.772, -0.428)
H (-25.447, -26.868, -0.947)
H (-23.116, -28.342, 0.358)
H (-23.960, -26.945, 1.165)
H (-23.034, -26.646, -0.269)
H (-25.245, -28.680, -2.264)
C (-23.335, -32.182, -0.080)
C (-22.063, -31.353, -0.255)
C (-20.842, -32.267, -0.238)
O (-22.120, -30.594, -1.466)
H (-23.535, -32.746, -0.991)
H (-24.141, -31.476, 0.139)
H (-23.278, -32.836, 0.787)
H (-21.956, -30.618, 0.548)
H (-19.925, -31.747, -0.512)
H (-20.984, -33.139, -0.880)
H (-20.726, -32.675, 0.768)
H (-22.279, -31.210, -2.208)
C (-18.992, -32.630, -7.755)
C (-19.858, -31.443, -8.058)
C (-19.687, -30.868, -9.446)
O (-21.227, -31.885, -7.945)
H (-19.136, -33.490, -8.412)
H (-19.177, -33.006, -6.746)
H (-17.923, -32.393, -7.787)
H (-19.660, -30.646, -7.329)
H (-18.635, -30.593, -9.600)
H (-20.328, -30.004, -9.602)
H (-19.828, -31.614, -10.230)
H (-21.747, -31.305, -7.383)
C (-17.079, -30.545, -2.749)
C (-18.535, -30.814, -3.080)
C (-18.925, -30.231, -4.432)
O (-18.746, -32.213, -3.021)
H (-16.877, -30.908, -1.736)
H (-16.815, -29.493, -2.821)
H (-16.400, -31.192, -3.310)
H (-19.121, -30.372, -2.256)
H (-18.361, -30.664, -5.258)
H (-18.705, -29.157, -4.460)
H (-19.995, -30.387, -4.614)
H (-19.647, -32.389, -3.354)
C (-25.896, -30.073, -9.264)
C (-24.866, -31.193, -9.294)
C (-23.607, -30.850, -10.076)
O (-24.649, -31.755, -8.004)
H (-26.809, -30.419, -8.789)
H (-26.108, -29.750, -10.287)
H (-25.475, -29.169, -8.807)
H (-25.340, -32.009, -9.854)
H (-23.015, -30.070, -9.586)
H (-23.873, -30.481, -11.066)
H (-22.975, -31.730, -10.167)
H (-24.107, -31.140, -7.488)
C (-27.595, -29.457, -5.549)
C (-27.211, -28.131, -4.859)
C (-28.436, -27.442, -4.296)
O (-26.308, -28.405, -3.788)
H (-28.071, -29.277, -6.509)
H (-28.227, -30.010, -4.858)
H (-26.664, -29.997, -5.736)
H (-26.754, -27.430, -5.568)
H (-29.182, -27.278, -5.076)
H (-28.215, -26.463, -3.869)
H (-28.926, -28.056, -3.537)
H (-25.435, -28.579, -4.175)

The value obtained for the orbital gap is 5.34 eV. The HOMO energy comes out at -11.65 eV. As for the total charge: +1. The lowest unoccupied orbital energy is -6.310 eV.